Record 1
{
  "formula": "C21H27N3O3S",
  "method": "ωB97M-V with the def2-TZVPD basis set",
  "elements": ["C", "C", "C", "C", "C", "C", "C", "O", "C", "C", "C", "C", "O", "C", "O", "N", "N", "C", "N", "C", "C", "C", "C", "C", "C", "C", "C", "S", "H", "H", "H", "H", "H", "H", "H", "H", "H", "H", "H", "H", "H", "H", "H", "H", "H", "H", "H", "H", "H", "H", "H", "H", "H", "H", "H"],
  "positions_angstrom": [[0.1590, -4.1113, 1.3999], [0.0038, -3.2635, 0.1733], [-1.2789, -3.3882, -0.6085], [-1.9662, -2.0244, -0.7265], [-3.2494, -2.0037, -1.5523], [-4.1016, -0.9463, -0.8348], [-3.9377, 0.4689, -1.4294], [-5.0040, 1.3254, -1.1273], [-5.0963, 1.7612, 0.2213], [-4.0761, 2.8438, 0.6000], [-4.2613, 4.0762, -0.2806], [-4.2283, 3.1925, 2.0774], [-3.6520, -0.9686, 0.5211], [-2.4389, -1.5220, 0.6333], [-1.8564, -1.5996, 1.6763], [0.8263, -2.4032, -0.2708], [1.9973, -2.1245, 0.3161], [2.8071, -1.1945, -0.2375], [3.9613, -0.8662, 0.2197], [4.5582, 0.0979, -0.5507], [5.8798, 0.5835, -0.1751], [6.5747, 1.5128, -0.9486], [7.8273, 1.9478, -0.5604], [8.4079, 1.4658, 0.6014], [7.7259, 0.5416, 1.3758], [6.4736, 0.1034, 0.9925], [3.8111, 0.4981, -1.6207], [2.3030, -0.3427, -1.6926], [-0.3393, -3.6115, 2.2312], [1.2039, -4.2708, 1.6605], [-0.3115, -5.0800, 1.2503], [-1.0585, -3.7514, -1.6151], [-1.9446, -4.0993, -0.1179], [-1.2297, -1.3107, -1.1086], [-3.0813, -1.7521, -2.5961], [-3.7423, -2.9764, -1.5019], [-5.1680, -1.1921, -0.8219], [-2.9744, 0.8824, -1.1019], [-3.9397, 0.3972, -2.5200], [-6.1067, 2.1707, 0.3026], [-5.0045, 0.9102, 0.9051], [-3.0669, 2.4468, 0.4443], [-3.4790, 4.8067, -0.0881], [-4.2285, 3.7950, -1.3304], [-5.2252, 4.5392, -0.0803], [-3.5118, 3.9603, 2.3589], [-5.2302, 3.5663, 2.2779], [-4.0557, 2.3163, 2.6981], [2.3000, -2.5525, 1.1870], [6.1370, 1.8950, -1.8580], [8.3559, 2.6678, -1.1685], [9.3875, 1.8090, 0.9003], [8.1739, 0.1617, 2.2827], [5.9324, -0.6161, 1.5865], [4.0382, 1.2282, -2.3689]],
  "atomic_forces_ev_per_a": [[0.2, 0.2, -0.1], [0.3, -0.1, 0.2], [0.0, 0.4, -0.1], [-0.2, -0.2, 0.0], [0.0, 0.1, 0.2], [-0.2, 0.3, -0.8], [-0.1, -0.4, 0.1], [-0.1, 0.1, -0.1], [0.2, 0.1, 0.3], [-0.3, 0.0, -0.2], [0.2, -0.3, 0.0], [0.1, -0.2, -0.2], [-0.3, 0.2, 0.5], [0.5, -0.2, -0.2], [-0.1, 0.0, 0.2], [-0.5, 0.1, -0.6], [0.2, -0.8, 1.1], [-0.2, 0.7, -1.0], [0.0, -0.5, 0.6], [-0.7, 0.2, -0.8], [0.5, 0.1, 0.2], [-0.1, -0.1, 0.1], [0.0, 0.1, -0.1], [0.1, 0.0, 0.1], [0.1, 0.1, 0.0], [-0.1, 0.0, -0.1], [0.1, -0.1, 0.3], [0.3, -0.3, 0.5], [0.0, 0.0, 0.1], [0.0, -0.1, 0.1], [0.0, -0.1, 0.0], [0.0, -0.1, 0.0], [0.0, 0.0, 0.0], [-0.1, 0.0, 0.1], [0.0, 0.0, -0.1], [0.0, 0.0, 0.0], [0.2, 0.0, 0.0], [0.0, 0.0, -0.1], [0.1, -0.1, 0.1], [0.0, 0.0, 0.1], [-0.1, 0.1, 0.0], [0.0, 0.0, 0.0], [0.0, 0.1, 0.0], [0.0, 0.1, -0.1], [-0.1, 0.1, 0.0], [0.0, 0.1, 0.1], [-0.1, 0.1, 0.1], [0.0, -0.1, 0.1], [-0.1, 0.1, -0.2], [0.0, 0.0, -0.1], [0.0, 0.0, 0.0], [0.1, 0.0, 0.0], [0.0, 0.0, 0.1], [0.0, 0.0, 0.0], [0.1, 0.2, -0.1]],
  "smiles": "C/C(C[C@H]1C[C@H](COCC(C)C)OC1=O)=N\\Nc1nc(-c2ccccc2)cs1",
  "energy_ha": -1604.58479,
  "homo_lumo_gap_ev": 8.07,
  "spin_multiplicity": 1,
  "lumo_ev": 0.524
}

Record 2
{
  "formula": "C21H27N3O5S",
  "method": "ωB97M-V with the def2-TZVPD basis set",
  "elements": ["C", "C", "C", "N", "C", "O", "C", "C", "C", "C", "C", "C", "N", "C", "O", "C", "N", "C", "C", "C", "C", "C", "C", "O", "C", "C", "S", "C", "O", "O", "H", "H", "H", "H", "H", "H", "H", "H", "H", "H", "H", "H", "H", "H", "H", "H", "H", "H", "H", "H", "H", "H", "H", "H", "H", "H", "H"],
  "positions_angstrom": [[-3.0743, 0.1632, 4.5235], [-3.0239, 0.8707, 3.1738], [-1.9265, 1.9375, 3.1164], [-0.6010, 1.3624, 3.1476], [0.1109, 1.1220, 2.0300], [-0.2482, 1.4969, 0.9209], [1.3959, 0.4033, 2.2605], [2.2417, 0.8085, 3.2872], [3.4542, 0.1787, 3.4970], [3.8224, -0.8791, 2.6807], [2.9946, -1.2998, 1.6585], [1.7773, -0.6603, 1.4247], [0.9017, -1.0665, 0.4301], [1.0270, -2.0692, -0.4678], [1.9876, -2.7952, -0.6077], [-0.2527, -2.2714, -1.2854], [-0.9691, -1.0487, -1.5897], [-0.8546, -0.5149, -2.8882], [-1.9501, -0.4277, -3.7316], [-1.8234, 0.1280, -4.9952], [-0.5897, 0.5796, -5.4213], [0.5180, 0.4884, -4.5933], [0.4044, -0.0484, -3.3162], [1.4168, -0.1596, -2.4239], [2.7147, 0.2608, -2.8022], [3.6450, 0.0100, -1.6270], [-2.3836, -0.7977, -0.7297], [-2.6386, 0.9765, -0.8691], [-2.0609, -1.1208, 0.6345], [-3.5026, -1.4985, -1.2956], [-3.2062, 0.8807, 5.3321], [-3.9060, -0.5357, 4.5469], [-2.1619, -0.4011, 4.7024], [-2.8457, 0.1395, 2.3828], [-3.9829, 1.3565, 2.9845], [-2.0011, 2.4988, 2.1825], [-2.0252, 2.6298, 3.9587], [-0.3114, 0.9202, 4.0053], [1.9547, 1.6448, 3.9092], [4.1059, 0.5101, 4.2910], [4.7643, -1.3816, 2.8415], [3.2776, -2.1273, 1.0303], [0.0322, -0.5448, 0.3730], [0.0007, -2.8125, -2.2011], [-0.9159, -2.9033, -0.6844], [-2.8978, -0.8127, -3.3891], [-2.6838, 0.1927, -5.6427], [-0.4773, 1.0063, -6.4065], [1.4693, 0.8502, -4.9495], [3.0511, -0.3093, -3.6791], [2.7018, 1.3297, -3.0577], [3.6241, -1.0430, -1.3626], [4.6591, 0.2947, -1.8929], [3.3238, 0.5906, -0.7664], [-2.6922, 1.2466, -1.9141], [-1.7999, 1.4513, -0.3717], [-3.5701, 1.2001, -0.3642]],
  "atomic_forces_ev_per_a": [[-0.1, 0.1, -0.3], [0.2, 0.1, 0.2], [-0.3, 0.0, -0.2], [-0.1, -0.1, 0.4], [0.1, 0.1, 0.3], [0.0, 0.0, -0.1], [0.2, -0.1, -0.1], [0.0, -0.1, -0.1], [0.1, 0.0, 0.1], [-0.1, 0.2, 0.1], [0.0, -0.1, -0.1], [0.2, 0.0, 0.3], [-0.3, 0.2, 0.1], [-0.3, 0.0, -0.1], [0.1, -0.3, 0.0], [0.2, -0.5, 0.3], [-0.7, 0.4, 0.5], [0.1, 0.3, -0.6], [0.2, -0.1, -0.1], [0.0, 0.1, -0.1], [-0.1, 0.0, 0.0], [0.2, 0.0, 0.1], [-0.2, 0.0, 0.0], [-0.4, -0.1, 0.0], [0.5, 0.1, 0.0], [-0.4, 0.0, -0.3], [-0.3, 0.4, -0.1], [0.4, -0.7, -0.1], [0.2, 0.0, 0.1], [0.0, 0.1, -0.2], [0.0, 0.0, 0.1], [0.0, -0.1, 0.1], [0.1, -0.1, 0.1], [-0.1, 0.1, 0.0], [0.0, 0.0, -0.1], [0.0, 0.0, 0.2], [0.0, 0.0, -0.1], [0.1, 0.0, -0.1], [0.0, 0.1, 0.0], [0.1, 0.0, 0.1], [0.1, -0.1, 0.0], [0.0, 0.0, 0.0], [0.3, 0.0, 0.0], [0.0, 0.1, 0.1], [0.2, -0.1, -0.1], [-0.1, 0.0, 0.0], [-0.1, 0.0, -0.1], [0.0, 0.0, -0.1], [0.1, 0.0, 0.0], [-0.1, 0.1, 0.1], [-0.1, -0.1, 0.0], [0.1, -0.1, 0.0], [0.1, 0.0, 0.0], [0.0, 0.1, 0.1], [-0.1, 0.1, -0.2], [0.1, 0.1, 0.0], [-0.2, -0.2, 0.1]],
  "smiles": "CCCNC(=O)c1ccccc1NC(=O)CN(c1ccccc1OCC)S(C)(=O)=O",
  "energy_ha": -1755.12114,
  "homo_lumo_gap_ev": 9.13,
  "spin_multiplicity": 1,
  "lumo_ev": 0.692
}

Record 3
{
  "formula": "C21H27N3SbSeSiSr",
  "method": "ωB97M-V with the def2-TZVPD basis set",
  "elements": ["Sr", "C", "C", "C", "C", "C", "C", "N", "Sb", "C", "C", "C", "C", "C", "C", "N", "C", "C", "C", "C", "C", "C", "N", "H", "H", "H", "H", "H", "H", "H", "H", "H", "H", "H", "H", "H", "H", "H", "H", "H", "H", "C", "Si", "C", "C", "Se", "H", "H", "H", "H", "H", "H", "H", "H", "H"],
  "positions_angstrom": [[-0.2150, 0.4946, -0.1150], [3.3671, -0.8486, -1.0326], [3.1942, 0.6284, -1.1960], [4.2795, 1.5021, -1.2264], [4.0596, 2.8583, -1.3523], [2.7573, 3.3277, -1.4755], [1.7190, 2.4102, -1.4461], [1.9428, 1.0967, -1.2975], [-0.2234, 3.3370, -1.8209], [-1.0096, 3.1819, 0.2018], [-2.3626, 3.3850, 0.4329], [-2.8128, 3.3830, 1.7484], [-1.9042, 3.1809, 2.7704], [-0.5636, 2.9495, 2.4640], [0.4557, 2.6586, 3.5219], [-0.1366, 2.9423, 1.1922], [-1.4726, 1.7441, -2.6772], [-2.2969, 2.2288, -3.6826], [-3.1622, 1.3432, -4.3160], [-3.1606, 0.0151, -3.9422], [-2.3039, -0.4141, -2.9314], [-2.2484, -1.8402, -2.4808], [-1.4858, 0.4518, -2.3171], [4.3911, -1.1477, -1.2463], [2.6866, -1.3885, -1.6893], [3.1197, -1.1509, -0.0125], [5.2828, 1.1069, -1.1486], [4.8921, 3.5494, -1.3690], [2.5652, 4.3850, -1.6051], [-3.0468, 3.5562, -0.3894], [-3.8605, 3.5404, 1.9691], [-2.2238, 3.1814, 3.8034], [0.7202, 1.5986, 3.5095], [0.0785, 2.8996, 4.5131], [1.3644, 3.2277, 3.3331], [-2.2635, 3.2697, -3.9764], [-3.8229, 1.6897, -5.1000], [-3.8105, -0.6990, -4.4284], [-2.8781, -2.4745, -3.1003], [-2.5753, -1.9307, -1.4431], [-1.2236, -2.2107, -2.5137], [-1.0276, -5.1919, 1.4411], [0.2644, -3.9901, 2.0531], [-0.0113, -3.6029, 3.8595], [1.9728, -4.7013, 1.7962], [0.0974, -2.0814, 0.8445], [-0.9861, -6.1236, 2.0110], [-0.8678, -5.4301, 0.3882], [-2.0294, -4.7725, 1.5459], [0.0976, -4.5051, 4.4668], [-1.0129, -3.2019, 4.0222], [0.7120, -2.8659, 4.2119], [2.1796, -4.8380, 0.7337], [2.0618, -5.6732, 2.2883], [2.7371, -4.0408, 2.2095]],
  "atomic_forces_ev_per_a": [[0.2, -0.7, 0.4], [0.0, 0.0, 0.0], [0.0, 0.0, 0.0], [0.0, 0.0, 0.0], [0.0, 0.0, 0.0], [0.0, 0.0, -0.1], [0.1, 0.2, -0.1], [-0.3, 0.1, 0.0], [0.0, 0.2, -0.2], [-0.1, 0.0, 0.0], [0.0, 0.1, 0.0], [0.0, 0.0, 0.0], [0.0, 0.0, 0.0], [0.0, 0.0, 0.0], [0.0, 0.0, 0.0], [0.0, -0.2, -0.1], [0.0, 0.2, -0.2], [0.0, -0.1, 0.0], [0.0, 0.0, 0.0], [0.0, 0.0, 0.0], [0.1, 0.0, 0.0], [0.0, 0.0, 0.0], [0.0, 0.3, 0.2], [0.0, 0.0, 0.0], [0.0, 0.0, 0.0], [0.0, 0.0, 0.0], [0.0, 0.0, 0.0], [0.0, 0.0, 0.0], [0.0, 0.0, 0.0], [0.0, 0.0, 0.0], [0.0, 0.0, 0.0], [0.0, 0.0, 0.0], [0.0, 0.0, 0.0], [0.0, 0.0, 0.0], [0.0, 0.0, 0.0], [0.0, 0.0, 0.0], [0.0, 0.0, 0.0], [0.0, 0.0, 0.0], [0.0, 0.0, 0.0], [0.0, 0.0, 0.0], [0.0, 0.0, 0.0], [0.0, 0.0, 0.0], [0.0, 0.0, 0.0], [0.0, 0.0, 0.0], [0.0, 0.0, 0.0], [0.0, 0.0, 0.0], [0.0, 0.0, 0.0], [0.0, 0.0, 0.0], [0.0, 0.0, 0.0], [0.0, 0.0, 0.0], [0.0, 0.0, 0.0], [0.0, 0.0, 0.0], [0.0, 0.0, 0.0], [0.0, 0.0, 0.0], [0.0, 0.0, 0.0]],
  "charge": 1,
  "energy_ha": -3942.49271,
  "homo_lumo_gap_ev": 6.80,
  "spin_multiplicity": 1,
  "lumo_ev": -3.153
}